No. 1
The following is a DFT calculation (ωB97M-V/def2-TZVPD) of a cluster of 6 separate species, C42H43BrF2IN2O in total in a non-equilibrium geometry.

Each line ends with the Löwdin charge.
Cartesian coordinates (Å):
C (-2.468, 2.859, 3.832)  -0.06
C (-2.390, 2.367, 2.351)  -0.14
C (-1.044, 1.715, 1.938)  -0.26
F (-0.934, 0.390, 2.285)  0.03
C (0.208, 2.535, 2.370)  -0.04
C (0.946, 2.136, 3.502)  -0.17
F (0.588, 1.093, 4.238)  0.14
C (2.089, 2.839, 3.951)  0.15
C (2.483, 3.958, 3.182)  -0.25
N (3.661, 4.695, 3.582)  0.16
C (4.588, 4.294, 2.843)  -0.30
O (5.578, 3.989, 2.325)  0.26
C (1.710, 4.325, 2.054)  -0.47
Br (2.337, 5.869, 1.087)  0.97
N (0.602, 3.633, 1.682)  0.00
C (-0.143, 4.142, 0.508)  -0.14
C (0.535, 3.839, -0.872)  -0.27
C (1.232, 2.440, -0.982)  -0.59
I (0.147, 1.113, -2.324)  0.94
H (-3.158, 2.283, 4.469)  0.09
H (-2.860, 3.900, 3.808)  0.08
H (-1.496, 2.913, 4.356)  0.07
H (-2.681, 3.158, 1.631)  0.11
H (-3.164, 1.578, 2.224)  0.13
H (-1.016, 1.739, 0.822)  0.13
H (2.634, 2.529, 4.854)  0.16
H (-1.162, 3.721, 0.450)  0.11
H (-0.298, 5.238, 0.580)  0.12
H (-0.288, 3.847, -1.617)  0.07
H (1.218, 4.647, -1.195)  0.08
H (1.363, 1.902, -0.028)  0.03
H (2.224, 2.616, -1.438)  0.05
C (0.627, -3.333, 0.615)  -0.09
C (1.024, -2.150, 1.223)  -0.10
C (2.374, -1.836, 1.320)  -0.10
C (3.327, -2.702, 0.800)  -0.10
C (2.930, -3.884, 0.189)  -0.09
C (1.580, -4.202, 0.100)  -0.08
H (-0.426, -3.579, 0.543)  0.09
H (0.281, -1.472, 1.622)  0.08
H (2.684, -0.915, 1.801)  0.09
H (4.380, -2.456, 0.871)  0.10
H (3.673, -4.559, -0.218)  0.10
H (1.272, -5.127, -0.372)  0.11
C (-4.766, 1.415, -5.404)  -0.08
C (-3.465, 1.454, -4.920)  -0.10
C (-3.199, 1.073, -3.611)  -0.14
C (-4.233, 0.644, -2.789)  -0.10
C (-5.533, 0.601, -3.274)  -0.09
C (-5.800, 0.990, -4.580)  -0.09
H (-4.974, 1.714, -6.424)  0.11
H (-2.658, 1.783, -5.565)  0.10
H (-2.183, 1.110, -3.229)  -0.09
H (-4.024, 0.342, -1.769)  0.10
H (-6.339, 0.264, -2.634)  0.10
H (-6.815, 0.962, -4.957)  0.10
C (6.683, -5.563, 2.980)  -0.10
C (5.521, -5.686, 2.229)  -0.10
C (5.383, -6.734, 1.329)  -0.10
C (6.403, -7.665, 1.186)  -0.09
C (7.563, -7.545, 1.939)  -0.09
C (7.705, -6.491, 2.833)  -0.10
H (6.792, -4.744, 3.680)  0.10
H (4.722, -4.963, 2.346)  0.09
H (4.479, -6.826, 0.739)  0.09
H (6.293, -8.486, 0.487)  0.10
H (8.358, -8.272, 1.829)  0.10
H (8.613, -6.395, 3.416)  0.10
C (-0.416, 7.094, -5.756)  -0.09
C (-1.037, 7.045, -4.514)  -0.10
C (-1.479, 5.831, -4.007)  -0.11
C (-1.293, 4.663, -4.737)  -0.10
C (-0.669, 4.712, -5.977)  -0.09
C (-0.235, 5.928, -6.488)  -0.09
H (-0.074, 8.042, -6.153)  0.10
H (-1.176, 7.955, -3.942)  0.10
H (-1.970, 5.793, -3.040)  0.09
H (-1.635, 3.715, -4.339)  0.07
H (-0.523, 3.802, -6.545)  0.10
H (0.246, 5.967, -7.457)  0.10
C (-3.797, -6.767, 1.469)  -0.09
C (-5.106, -6.318, 1.578)  -0.09
C (-5.362, -5.005, 1.953)  -0.10
C (-4.308, -4.139, 2.209)  -0.10
C (-2.998, -4.587, 2.097)  -0.11
C (-2.742, -5.902, 1.731)  -0.10
H (-3.598, -7.792, 1.180)  0.10
H (-5.929, -6.992, 1.372)  0.10
H (-6.384, -4.657, 2.045)  0.10
H (-4.507, -3.114, 2.497)  0.10
H (-2.175, -3.911, 2.295)  0.09
H (-1.720, -6.253, 1.648)  0.10

Summary:
Charge = +1
HOMO-LUMO gap = 5.801 eV
E_HOMO = -10.622 eV
LUMO level = -4.8 eV
Multiplicity = 1

No. 2
The following is a DFT calculation (ωB97M-V/def2-TZVPD) of a structure of composition C42H43F3GaN3O6SSbSi in a non-equilibrium geometry.

Each line ends with the Löwdin charge.
Cartesian coordinates (Å):
Ga (-0.301, -0.265, -0.042)  0.44
O (3.951, 5.153, 1.628)  -0.04
C (4.204, 3.888, 2.183)  -0.20
C (3.160, 2.919, 1.705)  -0.14
C (3.003, 1.657, 2.272)  0.03
C (2.050, 0.801, 1.747)  -0.09
N (1.268, 1.129, 0.724)  0.05
C (1.362, 2.361, 0.202)  -0.23
C (2.305, 3.271, 0.664)  0.08
C (0.443, 2.675, -0.904)  -0.25
C (0.267, 3.957, -1.417)  0.06
C (-0.535, 4.144, -2.537)  -0.16
C (-0.655, 5.511, -3.169)  -0.20
O (-0.627, 6.563, -2.241)  -0.03
C (-1.180, 3.035, -3.074)  0.02
C (-1.017, 1.814, -2.455)  -0.10
N (-0.217, 1.632, -1.415)  0.04
H (4.592, 5.790, 1.958)  0.11
H (4.191, 3.921, 3.282)  0.14
H (5.198, 3.519, 1.879)  0.14
H (3.619, 1.339, 3.100)  0.13
H (1.897, -0.187, 2.165)  0.12
H (2.403, 4.257, 0.242)  0.12
H (0.726, 4.823, -0.969)  0.13
H (-1.539, 5.551, -3.818)  0.13
H (0.229, 5.649, -3.806)  0.14
H (-1.506, 6.703, -1.869)  0.11
H (-1.804, 3.135, -3.946)  0.13
H (-1.544, 0.936, -2.800)  0.09
C (-3.078, 2.843, 0.977)  -0.35
S (-1.610, 2.005, 1.641)  0.80
C (-2.173, 1.842, 3.360)  -0.34
H (-3.159, 3.819, 1.444)  0.04
H (-3.963, 2.252, 1.194)  0.04
H (-2.948, 2.943, -0.095)  0.02
H (-3.147, 1.361, 3.383)  0.04
H (-2.230, 2.831, 3.803)  0.04
H (-1.443, 1.235, 3.887)  0.04
C (-2.129, -3.381, -0.545)  -0.18
Si (-1.965, -1.663, -1.379)  0.55
C (-1.276, -1.900, -3.159)  -0.22
C (-3.677, -0.787, -1.384)  -0.20
H (-2.670, -4.081, -1.178)  0.04
H (-2.662, -3.323, 0.400)  0.01
H (-1.149, -3.805, -0.336)  0.03
H (-2.044, -2.324, -3.800)  0.04
H (-0.433, -2.588, -3.160)  0.01
H (-0.938, -0.973, -3.616)  -0.01
H (-4.468, -1.512, -1.562)  0.04
H (-3.748, -0.031, -2.161)  0.02
H (-3.880, -0.303, -0.431)  0.00
F (5.433, -4.752, -5.820)  0.08
C (4.748, -3.934, -5.008)  -0.27
C (5.160, -2.618, -4.876)  0.01
C (4.453, -1.782, -4.031)  -0.11
C (3.356, -2.260, -3.331)  -0.38
C (2.958, -3.578, -3.488)  -0.14
C (3.649, -4.429, -4.329)  0.00
Sb (2.227, -1.000, -1.980)  1.55
C (2.153, 0.616, -3.395)  -0.38
C (2.491, 1.926, -3.106)  -0.13
C (2.289, 2.938, -4.028)  0.00
C (1.695, 2.622, -5.236)  -0.28
F (1.444, 3.608, -6.115)  0.07
C (1.334, 1.324, -5.551)  0.01
C (1.578, 0.328, -4.625)  -0.13
C (3.888, -0.464, -0.717)  -0.37
C (3.975, -1.134, 0.496)  -0.15
C (4.970, -0.824, 1.404)  -0.01
C (5.856, 0.191, 1.091)  -0.28
F (6.775, 0.561, 2.002)  0.07
C (5.809, 0.855, -0.121)  0.00
C (4.825, 0.508, -1.030)  -0.11
H (6.018, -2.267, -5.429)  0.12
H (4.762, -0.752, -3.922)  0.10
H (2.101, -3.948, -2.940)  0.09
H (3.349, -5.457, -4.459)  0.12
H (2.921, 2.175, -2.147)  0.09
H (2.585, 3.954, -3.820)  0.13
H (0.884, 1.111, -6.507)  0.13
H (1.331, -0.695, -4.870)  0.10
H (3.257, -1.906, 0.742)  0.11
H (5.056, -1.348, 2.343)  0.13
H (6.530, 1.625, -0.345)  0.12
H (4.794, 1.009, -1.988)  0.09
O (0.356, -2.769, 2.977)  0.11
C (-0.502, -2.102, 2.453)  -0.54
O (-0.245, -1.181, 1.553)  -0.16
C (-1.965, -2.273, 2.765)  -0.12
C (-2.898, -1.392, 2.226)  -0.06
C (-4.244, -1.558, 2.468)  0.01
C (-4.658, -2.635, 3.241)  -0.13
C (-3.744, -3.541, 3.764)  0.03
C (-2.394, -3.352, 3.531)  0.02
N (-6.073, -2.800, 3.514)  -0.36
O (-6.829, -1.997, 3.012)  0.09
O (-6.392, -3.719, 4.228)  0.10
H (-2.550, -0.574, 1.611)  0.04
H (-4.983, -0.879, 2.074)  0.12
H (-4.111, -4.369, 4.354)  0.13
H (-1.661, -4.037, 3.928)  0.13

Summary:
Charge = +1
HOMO-LUMO gap = 7.508 eV
E_HOMO = -10.986 eV
LUMO level = -3.5 eV
Multiplicity = 1

No. 3
The following is a DFT calculation (ωB97M-V/def2-TZVPD) of a structure of composition C42H43N7O4Re.

Each line ends with the Löwdin charge.
Cartesian coordinates (Å):
Re (-0.646, -0.228, 0.711)  1.71
C (2.425, 2.114, 2.827)  0.00
C (1.615, 1.605, 1.799)  -0.08
N (0.522, 0.909, 2.048)  -0.03
C (0.141, 0.715, 3.349)  -0.17
C (0.904, 1.168, 4.431)  -0.13
C (2.087, 1.885, 4.133)  0.04
C (0.430, 0.899, 5.738)  0.01
C (-0.748, 0.230, 5.912)  -0.02
C (-1.527, -0.196, 4.810)  0.03
C (-1.090, 0.046, 3.537)  -0.20
N (-1.735, -0.258, 2.298)  -0.09
C (-3.114, 0.074, 2.118)  -0.20
C (-4.186, -0.305, 2.875)  0.02
C (-5.478, 0.169, 2.546)  -0.03
C (-5.681, 1.008, 1.487)  0.01
C (-4.590, 1.398, 0.672)  -0.13
C (-4.690, 2.256, -0.449)  0.04
C (-3.568, 2.556, -1.169)  0.00
C (-2.334, 1.988, -0.806)  -0.07
N (-2.210, 1.183, 0.232)  -0.01
C (-3.318, 0.906, 0.989)  -0.16
H (3.313, 2.669, 2.561)  0.12
H (1.873, 1.755, 0.758)  0.11
H (2.705, 2.256, 4.941)  0.14
H (1.006, 1.236, 6.590)  0.13
H (-1.109, 0.025, 6.910)  0.12
H (-2.454, -0.715, 5.000)  0.11
H (-4.074, -0.978, 3.712)  0.11
H (-6.314, -0.140, 3.158)  0.12
H (-6.671, 1.378, 1.257)  0.13
H (-5.653, 2.669, -0.720)  0.14
H (-3.603, 3.213, -2.026)  0.12
H (-1.432, 2.197, -1.370)  0.11
O (0.847, 2.521, -1.177)  -0.05
C (1.473, 1.788, -2.223)  -0.31
C (1.233, 0.314, -1.880)  -0.46
O (1.682, -0.612, -2.501)  0.12
O (0.462, 0.103, -0.819)  -0.21
C (0.807, 2.112, -3.574)  -0.12
C (0.903, 1.259, -4.671)  -0.02
C (0.328, 1.605, -5.885)  -0.05
C (-0.348, 2.806, -6.028)  -0.07
C (-0.447, 3.662, -4.943)  -0.06
C (0.123, 3.317, -3.726)  -0.03
C (2.986, 2.055, -2.244)  -0.12
C (3.537, 3.060, -1.453)  -0.03
C (4.898, 3.338, -1.506)  -0.07
C (5.725, 2.610, -2.344)  -0.06
C (5.182, 1.605, -3.133)  -0.05
C (3.826, 1.331, -3.087)  -0.02
H (1.022, 3.456, -1.331)  0.09
H (1.423, 0.317, -4.586)  0.10
H (0.418, 0.929, -6.725)  0.11
H (-0.788, 3.076, -6.978)  0.11
H (-0.960, 4.610, -5.042)  0.11
H (0.025, 4.021, -2.909)  0.11
H (2.929, 3.648, -0.778)  0.11
H (5.305, 4.131, -0.893)  0.11
H (6.784, 2.827, -2.389)  0.11
H (5.817, 1.033, -3.796)  0.12
H (3.425, 0.547, -3.712)  0.11
C (-3.098, -2.014, -2.536)  -0.12
C (-3.183, -3.138, -1.504)  -0.13
C (-2.836, -2.415, -0.221)  -0.14
O (-1.842, -1.424, -0.626)  -0.34
C (-1.883, -1.231, -2.083)  -0.12
H (-3.993, -1.391, -2.499)  0.13
H (-2.980, -2.381, -3.553)  0.13
H (-2.446, -3.914, -1.718)  0.13
H (-4.166, -3.601, -1.456)  0.13
H (-2.386, -3.041, 0.548)  0.11
H (-3.692, -1.882, 0.200)  0.13
H (-0.945, -1.624, -2.480)  0.13
H (-1.938, -0.164, -2.285)  0.11
C (2.169, -1.527, 1.370)  -0.15
N (3.013, -2.671, 1.582)  -0.07
C (2.520, -3.415, 2.743)  -0.14
N (1.145, -3.874, 2.524)  -0.07
C (0.292, -2.738, 2.313)  -0.16
N (0.723, -1.914, 1.114)  -0.18
C (0.756, -2.871, -0.078)  -0.15
N (1.603, -4.004, 0.159)  -0.07
C (2.970, -3.541, 0.404)  -0.13
C (1.125, -4.731, 1.335)  -0.14
H (2.512, -0.956, 0.505)  0.13
H (2.194, -0.905, 2.264)  0.12
H (2.551, -2.774, 3.626)  0.14
H (3.161, -4.278, 2.915)  0.14
H (0.319, -2.089, 3.190)  0.12
H (-0.735, -3.066, 2.142)  0.12
H (1.107, -2.304, -0.940)  0.11
H (-0.263, -3.210, -0.251)  0.11
H (3.327, -2.991, -0.468)  0.14
H (3.619, -4.399, 0.569)  0.14
H (1.763, -5.596, 1.509)  0.14
H (0.105, -5.080, 1.157)  0.13

Summary:
Charge = +2
HOMO-LUMO gap (spin up / spin down) = 6.463 / 6.730 eV
E_HOMO (spin up / spin down) = -13.263 / -13.261 eV
LUMO level (spin up / spin down) = -6.8 / -6.5 eV
Multiplicity = 2
Expectation value of S² = 0.764

DFT total energy: -132848.9535, -146779.9975, -64991.5546 (eV)